Molecular formula: C23H23BBr2F4O13S
Method: DFT, wB97M-V/def2-TZVPD

```
67
Properties=species:S:1:pos:R:3:forces:R:3
C -0.64905 0.12929 -1.02361 0.75 -0.03 0.56
C -0.68658 1.60898 -1.17739 -0.23 -0.20 -0.06
Br -0.50076 2.54985 0.48527 -0.06 -0.21 -0.29
C -0.79719 2.31439 -2.29803 0.16 0.28 -0.07
Br -0.93729 1.33932 -3.96043 0.00 0.24 0.33
B -0.79123 3.87391 -2.45365 0.07 0.26 -0.36
S 0.40475 4.57703 -3.70445 0.15 -0.37 -0.14
C -1.66481 4.90248 -1.63029 -0.72 -0.79 -0.64
C -2.92053 4.37071 -0.95176 0.04 0.67 1.29
O -3.16212 4.71693 0.19873 0.20 -0.33 -0.94
C -3.88893 3.47648 -1.66599 0.75 0.58 0.19
C -3.83412 3.17637 -3.00272 1.04 0.82 -0.17
C -4.78510 2.37896 -3.56507 0.47 -0.06 -1.69
C -5.79766 1.86243 -2.82462 -1.10 -0.88 -0.13
C -5.87469 2.15375 -1.48810 -0.45 -0.34 0.35
C -4.91712 2.95005 -0.93759 -0.40 0.25 1.74
H -1.57953 -0.28330 -0.63573 -0.13 0.13 -0.07
H 0.11344 -0.08192 -0.27358 -0.09 -0.18 0.07
H -0.35125 -0.38180 -1.93311 -0.23 0.10 -0.20
H -0.46025 5.11010 -4.58738 -0.10 0.20 0.44
H -1.04926 5.39264 -0.87705 0.03 0.03 0.05
H -1.98556 5.68905 -2.32587 0.09 0.04 0.00
H -3.04003 3.59975 -3.60511 -0.03 -0.06 -0.22
H -4.71423 2.17351 -4.62391 -0.07 -0.12 -0.07
H -6.52610 1.21536 -3.29363 -0.09 0.00 -0.01
H -6.65713 1.76855 -0.85359 -0.16 -0.12 -0.07
H -4.98062 3.19231 0.11408 0.11 0.05 0.06
O -0.17633 -1.53169 1.75200 -0.06 -0.04 0.10
C 0.80958 -2.18802 1.71738 -0.12 0.17 0.16
O 2.05561 -1.69072 1.52910 -0.12 -0.26 -0.03
C 2.98363 -2.77006 1.68860 0.36 0.20 -0.11
C 2.11652 -3.96707 1.39649 0.05 -0.32 0.34
F 2.50394 -5.05018 2.11382 -0.09 -0.02 -0.05
O 0.83998 -3.54552 1.85173 0.17 0.27 -0.36
H 3.36303 -2.77821 2.71129 -0.11 -0.15 0.03
H 3.81934 -2.67418 0.99982 -0.13 0.17 -0.10
H 2.05475 -4.23520 0.34058 0.02 -0.13 0.04
O 0.77207 -5.90143 6.97118 0.02 -0.05 -0.02
C -0.07226 -5.66939 6.17634 0.26 -0.07 0.04
O -0.03150 -4.65052 5.28042 -0.23 -0.17 0.06
C -1.16020 -4.78935 4.41142 0.04 0.39 -0.23
C -2.10881 -5.60026 5.25823 0.06 -0.37 -0.21
F -2.88298 -6.41870 4.50295 -0.02 0.00 0.08
O -1.22813 -6.38651 6.03934 -0.02 0.45 0.10
H -0.85946 -5.31910 3.50678 -0.11 -0.14 0.05
H -1.56121 -3.81720 4.13469 0.17 0.08 0.12
H -2.74727 -5.00838 5.91672 -0.11 -0.08 -0.05
O 0.87551 -4.57272 -3.35762 -0.01 0.05 0.09
C 2.03043 -4.34685 -3.25948 -0.32 0.10 -0.11
O 2.80753 -3.82944 -4.24280 0.11 -0.13 0.30
C 4.10209 -3.57614 -3.68990 0.19 0.10 -0.35
C 4.13318 -4.52489 -2.51746 -0.01 0.27 0.29
F 4.86482 -4.02614 -1.48717 -0.06 -0.07 0.04
O 2.77293 -4.58021 -2.12902 0.15 -0.16 -0.38
H 4.16607 -2.53372 -3.37386 0.01 -0.06 0.18
H 4.88405 -3.77567 -4.41807 -0.17 -0.07 -0.13
H 4.48414 -5.53001 -2.75628 0.10 0.01 0.13
O 5.05441 3.75326 2.17997 0.03 0.03 0.03
C 4.07525 4.37452 1.94792 0.15 -0.10 0.17
O 2.81641 3.98413 2.27463 0.09 0.23 -0.19
C 1.93231 5.06074 1.95304 -0.41 -0.18 0.09
C 2.71660 5.81177 0.90729 0.11 0.35 0.25
F 2.46330 7.14337 0.94923 0.05 -0.03 -0.06
O 4.05541 5.58163 1.30545 -0.22 -0.38 -0.18
H 1.75327 5.66301 2.84504 0.11 0.16 -0.09
H 0.98186 4.68960 1.57797 0.12 -0.19 0.03
H 2.57309 5.45029 -0.11326 -0.03 0.13 -0.04
```
Positions in Å, forces in eV/Å.

## Properties
frontier orbital gap = 0.316 hartree
molar mass = 786.103 u
calculated total energy = -213308.540 eV
energy relative to the best compared isomer or geometry (same formula, charge and spin) = 40.54 kJ/mol
E_HOMO = -9.3 eV

=====

Molecular formula: C33H23F10GaN6O2SbSe4
Method: DFT, wB97M-V/def2-TZVPD

```
80
Properties=species:S:1:pos:R:3:forces:R:3
Ga 0.48121 1.48026 -0.08457 0.00 0.05 0.00
C 0.20384 4.35616 0.82291 0.00 -0.02 0.00
N 0.48635 3.52291 -0.36419 0.01 -0.06 -0.03
C 1.86349 3.78492 -0.86115 0.01 0.03 0.02
C 2.53241 2.57971 -1.52274 -0.05 -0.05 -0.05
N 2.35022 1.41067 -0.66877 0.00 -0.05 0.02
C 3.11045 0.29622 -0.87969 -0.02 0.00 0.02
C 3.99564 0.06047 -1.94570 0.00 -0.01 -0.01
F 4.13230 0.95509 -2.94835 0.01 0.00 -0.01
C 4.74685 -1.09808 -2.06583 -0.01 0.01 -0.01
F 5.57054 -1.23772 -3.11111 0.01 0.00 -0.01
C 4.64637 -2.11100 -1.13787 0.00 -0.01 0.01
F 5.37356 -3.23150 -1.24981 0.01 -0.01 0.00
C 3.76869 -1.93558 -0.08229 0.02 0.01 -0.03
F 3.64206 -2.89892 0.84133 -0.01 -0.01 0.02
C 3.03686 -0.77684 0.03253 0.03 0.03 -0.02
F 2.19087 -0.67902 1.06864 -0.06 0.01 0.07
C -0.57654 3.75990 -1.37146 0.08 0.07 0.16
C -0.50704 2.77945 -2.51895 0.00 0.01 0.01
N -0.24058 1.45551 -1.97246 -0.06 -0.06 -0.01
C -0.00024 0.43236 -2.83089 0.02 -0.02 -0.03
C 0.35931 -0.83382 -2.32682 -0.04 0.00 -0.01
F 0.41981 -0.99069 -0.98064 0.00 0.01 0.04
C 0.64340 -1.93784 -3.09699 0.00 0.03 -0.03
F 0.98855 -3.08859 -2.50989 0.01 -0.01 -0.01
C 0.57155 -1.85954 -4.47409 0.01 0.00 0.00
F 0.84026 -2.92405 -5.24269 0.01 0.00 -0.01
C 0.20705 -0.64965 -5.02836 0.01 0.00 0.01
F 0.11620 -0.53964 -6.35753 0.00 0.01 -0.03
C -0.06647 0.45490 -4.24109 0.00 0.00 0.03
F -0.42500 1.57136 -4.90654 -0.02 0.00 -0.03
H 0.25129 5.41467 0.55317 0.00 0.00 0.01
H -0.80034 4.14323 1.18918 0.00 0.01 -0.01
H 0.91907 4.12393 1.60657 0.01 -0.01 0.00
H 1.84854 4.63858 -1.54646 0.00 0.01 0.01
H 2.45697 4.05356 0.01253 -0.01 0.01 0.01
H 2.14010 2.42477 -2.53230 0.03 0.02 0.00
H 3.58936 2.83221 -1.62652 0.01 0.00 0.00
H -1.51412 3.63316 -0.83136 -0.06 -0.05 -0.11
H -0.54290 4.79612 -1.71909 -0.01 -0.01 -0.01
H -1.46864 2.82811 -3.03707 0.02 0.01 -0.01
H 0.26702 3.09296 -3.22850 -0.01 0.01 0.01
C 1.11313 -4.77485 0.03397 0.00 0.01 0.00
O -0.25706 -5.03026 0.30360 0.02 0.01 -0.01
C -0.79402 -4.41889 1.38842 0.00 0.00 0.00
C -0.06371 -3.65528 2.29532 0.00 0.00 0.01
C -0.71113 -3.03868 3.35623 -0.04 0.05 0.02
C -2.08261 -3.17508 3.52310 -0.07 0.00 -0.06
C -2.79140 -4.00243 2.65735 0.00 0.00 -0.01
C -2.16156 -4.60291 1.58595 0.00 -0.01 0.01
N -2.84060 -2.57529 4.59263 0.09 0.08 0.07
N -2.73308 -1.37200 4.88183 -0.04 -0.07 -0.06
C -1.91194 -0.50406 4.08190 0.02 -0.09 0.04
C -0.90318 0.18340 4.69936 0.04 0.01 0.02
C 0.04851 0.93233 3.98082 0.03 -0.01 -0.01
C -0.02511 1.00951 2.60497 -0.01 -0.01 0.02
O 0.81997 1.63410 1.82707 0.05 0.05 -0.03
C -1.15282 0.38885 1.98071 -0.04 0.03 -0.01
N -1.23154 0.59104 0.64194 0.00 -0.02 0.01
C -2.27753 0.16114 -0.02779 0.03 -0.01 0.00
C -3.31858 -0.52800 0.61207 0.00 -0.01 -0.04
C -3.22721 -0.79887 1.94771 -0.03 -0.02 0.03
C -2.11464 -0.34018 2.68654 0.03 0.00 -0.03
H 1.33582 -5.27708 -0.90286 0.00 0.00 0.00
H 1.75328 -5.17200 0.82550 0.00 -0.01 0.00
H 1.29753 -3.70466 -0.07905 -0.01 -0.03 0.01
H 1.00159 -3.51467 2.17918 -0.01 0.00 0.00
H -0.13257 -2.43396 4.03987 -0.01 0.04 0.02
H -3.85251 -4.14415 2.82280 0.00 0.00 0.00
H -2.70840 -5.22046 0.88568 0.00 0.00 0.00
H -0.80735 0.09207 5.77499 0.00 -0.01 0.00
H 0.85642 1.43357 4.49685 0.00 0.00 0.00
H -2.29855 0.37807 -1.08638 0.00 0.01 -0.02
H -4.18186 -0.82141 0.03317 0.00 0.00 0.00
H -4.02447 -1.32766 2.45405 0.01 0.00 0.00
Se -4.41289 2.52801 -1.81449 0.00 0.02 0.03
Sb -4.21346 4.07713 -0.00335 -0.02 -0.06 0.02
Se -3.41374 6.30684 -0.24267 0.00 0.03 -0.01
Se -5.75366 3.64069 1.95668 0.00 0.02 -0.01
Se -3.43738 2.98737 2.18122 0.01 0.01 0.02
```
Positions in Å, forces in eV/Å.

## Properties
frontier orbital gap = 0.257 hartree
molar mass = 1232.890 u
calculated total energy = -395106.713 eV
energy relative to the best compared isomer or geometry (same formula, charge and spin) = 0.00 kJ/mol
E_HOMO = -5.4 eV
charge = -1

=====

Which formula does entry 1 have?
C23H23BBr2F4O13S